ORCA calculation (ωB97M-V/def2-TZVPD) on a cluster of 9 separate species, C28H79N5O13 in total at a distorted geometry.

Each line ends with the Mulliken charge.
Atoms and positions in Å:
C  1.69  6.13  1.50  -0.859
O  2.38  5.23  0.66  -0.119
C  2.49  5.68  -0.70  -1.108
C  3.11  4.55  -1.56  0.369
C  2.35  3.25  -1.49  -0.540
N  4.51  4.42  -1.19  -0.769
H  0.79  6.58  1.07  0.343
H  2.22  7.05  1.76  0.334
H  1.50  5.63  2.45  0.220
H  1.55  5.89  -1.21  0.435
H  3.05  6.62  -0.67  0.485
H  3.14  4.83  -2.61  0.348
H  2.21  2.96  -0.44  -0.264
H  2.86  2.47  -2.06  0.401
H  1.40  3.42  -2.00  0.172
H  4.57  3.83  -0.37  0.258
H  4.84  5.32  -0.86  0.278
C  4.49  0.56  0.82  -0.578
O  5.07  1.68  1.52  -0.346
C  5.02  1.58  3.00  -1.074
C  3.67  1.32  3.69  1.349
C  2.68  2.49  3.42  -1.000
N  3.58  1.05  5.07  -0.811
H  3.40  0.51  0.83  -0.029
H  4.86  -0.40  1.18  0.434
H  4.71  0.79  -0.22  0.422
H  5.61  0.72  3.32  0.353
H  5.53  2.51  3.27  0.318
H  3.23  0.42  3.26  -0.144
H  3.12  3.49  3.49  0.358
H  1.81  2.39  4.07  0.385
H  2.26  2.63  2.43  -0.115
H  2.62  0.72  5.12  0.186
H  3.62  1.90  5.62  0.308
C  0.89  -0.10  -4.65  -1.008
O  0.22  0.82  -3.84  0.234
C  -0.38  1.75  -4.72  -2.043
C  -1.59  1.28  -5.46  0.995
C  -2.16  2.30  -6.46  -1.455
N  -2.62  1.00  -4.52  -0.266
H  0.24  -0.90  -5.02  0.272
H  1.66  -0.69  -4.15  0.181
H  1.47  0.36  -5.45  0.489
H  -0.70  2.54  -4.05  0.523
H  0.37  2.26  -5.32  0.425
H  -1.18  0.45  -6.05  0.133
H  -1.86  3.35  -6.46  0.323
H  -3.24  2.19  -6.56  0.368
H  -1.77  2.11  -7.46  0.390
H  -3.46  1.32  -4.98  0.285
H  -2.31  1.57  -3.74  0.099
C  2.90  -2.85  0.23  -0.247
O  3.05  -3.79  -0.85  -0.456
C  2.18  -3.58  -1.88  -0.282
C  2.68  -4.44  -3.14  0.515
C  1.83  -4.35  -4.43  -1.256
N  2.77  -5.93  -2.75  -0.781
H  1.87  -2.86  0.61  0.167
H  3.04  -1.86  -0.18  0.016
H  3.51  -3.04  1.11  0.296
H  1.27  -4.05  -1.49  0.346
H  1.81  -2.60  -2.16  -0.121
H  3.67  -4.21  -3.53  0.306
H  2.05  -5.17  -5.11  0.422
H  2.06  -3.44  -4.98  0.254
H  0.78  -4.39  -4.14  0.204
H  3.74  -6.19  -2.66  0.285
H  2.47  -5.89  -1.79  0.319
C  -6.30  -4.04  1.76  -0.747
O  -6.92  -3.16  0.85  -0.388
C  -6.09  -2.45  -0.10  -0.706
C  -5.26  -1.39  0.52  1.090
C  -6.01  -0.57  1.50  -1.496
N  -4.75  -0.37  -0.33  -0.514
H  -5.65  -4.78  1.29  0.316
H  -7.02  -4.35  2.51  0.292
H  -5.55  -3.49  2.34  0.273
H  -5.51  -3.19  -0.66  0.327
H  -6.85  -2.02  -0.75  0.277
H  -4.41  -1.80  1.05  0.207
H  -6.73  0.06  0.99  0.347
H  -5.28  0.00  2.08  0.328
H  -6.53  -1.18  2.24  0.316
H  -3.74  -0.36  -0.31  0.057
H  -4.87  -0.45  -1.33  0.300
O  -1.84  0.21  0.93  -0.627
C  -0.43  0.26  1.08  0.835
C  0.29  0.65  -0.18  0.444
O  0.70  -0.43  -0.96  0.201
H  -1.95  -0.60  0.43  -0.023
H  -0.15  0.97  1.86  0.142
H  -0.16  -0.75  1.37  -0.511
H  1.23  1.16  0.06  -0.939
H  -0.30  1.30  -0.84  0.354
H  0.80  -0.06  -1.84  -0.161
O  -0.96  2.91  6.67  -0.526
C  -2.01  2.35  5.91  -0.555
C  -1.53  1.33  4.84  0.293
O  -2.60  0.86  4.09  -0.544
H  -1.19  3.77  7.03  0.318
H  -2.68  1.73  6.51  0.223
H  -2.51  3.14  5.36  0.342
H  -1.03  0.52  5.35  0.076
H  -0.81  1.84  4.20  0.028
H  -2.47  0.83  3.14  0.318
O  -2.42  -2.16  -0.80  -0.509
C  -1.94  -1.92  -2.09  1.040
C  -3.04  -2.30  -3.08  -1.069
O  -4.24  -1.54  -3.18  -0.497
H  -2.94  -2.96  -0.81  0.274
H  -1.77  -0.84  -2.19  -0.188
H  -0.97  -2.33  -2.38  -0.219
H  -3.43  -3.31  -3.01  0.467
H  -2.51  -2.06  -4.01  0.426
H  -4.00  -0.73  -3.63  0.292
O  2.13  -3.72  3.37  -0.441
C  0.90  -3.81  3.98  -0.741
C  0.18  -2.38  3.91  0.368
O  0.85  -1.34  4.65  -0.395
H  2.84  -3.30  3.86  0.307
H  0.41  -4.70  3.59  0.387
H  0.97  -3.93  5.06  0.364
H  -0.83  -2.52  4.27  0.345
H  -0.09  -2.13  2.88  -0.359
H  1.76  -1.62  4.78  0.250

Results
**Energy relative to the best compared isomer or geometry (same formula, charge and spin)**: 125.5 kcal per mole
**LUMO level**: 0.37 eV
**Gap between HOMO and LUMO**: 8.72 eV
**Charge**: 0
**Structure (SMILES)**: COC[C@H](C)N.COC[C@H](C)N.COC[C@H](C)N.COC[C@H](C)N.COC[C@H](C)N.OCCO.OCCO.OCCO.OCCO



ORCA calculation (ωB97M-V/def2-TZVPD) on a cluster of 9 separate species, C28H79N5O9 in total at a distorted geometry.

Each line ends with the Mulliken charge.
Atoms and positions in Å:
C  -1.16  -3.68  -0.21  -0.891
O  -2.39  -3.75  -0.88  -0.122
C  -2.43  -4.74  -1.87  -0.972
C  -3.65  -4.61  -2.77  0.823
C  -4.96  -4.75  -2.00  -1.534
N  -3.56  -5.64  -3.82  -0.743
H  -0.34  -3.52  -0.92  0.427
H  -0.93  -4.58  0.37  0.369
H  -1.15  -2.83  0.46  0.159
H  -1.55  -4.63  -2.53  0.359
H  -2.37  -5.75  -1.44  0.317
H  -3.62  -3.61  -3.23  0.167
H  -5.00  -5.73  -1.52  0.402
H  -5.82  -4.67  -2.66  0.453
H  -5.06  -3.95  -1.27  0.293
H  -4.44  -5.66  -4.32  0.282
H  -2.88  -5.29  -4.49  0.300
C  -0.52  3.56  0.56  -0.001
O  -1.79  3.39  1.16  -0.422
C  -2.79  3.07  0.22  -0.153
C  -4.14  2.86  0.90  0.459
C  -4.13  1.66  1.82  -1.228
N  -5.20  2.76  -0.11  -0.809
H  -0.42  4.58  0.18  0.488
H  -0.30  2.79  -0.18  -0.123
H  0.20  3.42  1.38  -0.218
H  -2.90  3.84  -0.55  0.281
H  -2.47  2.15  -0.31  -0.087
H  -4.30  3.77  1.49  0.360
H  -4.01  0.70  1.31  0.044
H  -5.04  1.54  2.42  0.335
H  -3.30  1.81  2.51  0.415
H  -5.00  1.93  -0.69  0.467
H  -5.02  3.49  -0.80  0.327
C  -3.38  -0.64  -1.33  -0.604
O  -4.50  0.22  -1.35  -0.351
C  -5.70  -0.50  -1.16  -0.827
C  -6.15  -1.36  -2.34  1.755
C  -6.10  -0.50  -3.63  -1.541
N  -7.51  -1.83  -2.09  -0.695
H  -3.54  -1.42  -2.09  -0.012
H  -3.27  -1.12  -0.36  0.324
H  -2.46  -0.15  -1.62  0.274
H  -5.56  -1.13  -0.28  0.406
H  -6.50  0.20  -0.90  0.434
H  -5.51  -2.23  -2.50  -1.140
H  -6.59  0.45  -3.40  0.289
H  -6.62  -1.04  -4.42  0.487
H  -5.09  -0.30  -3.98  0.299
H  -7.88  -2.24  -2.94  0.312
H  -8.13  -1.04  -1.92  0.309
C  2.23  -3.61  2.89  -0.361
O  2.36  -3.01  4.16  -0.376
C  1.43  -1.95  4.32  0.000
C  1.86  -1.19  5.57  0.422
C  1.65  -2.04  6.82  -1.441
N  1.06  0.06  5.67  -0.699
H  2.55  -2.96  2.07  -0.093
H  1.25  -4.07  2.71  0.303
H  2.94  -4.45  2.87  0.345
H  1.48  -1.24  3.48  -0.307
H  0.43  -2.40  4.40  0.342
H  2.92  -1.01  5.40  0.142
H  0.61  -2.05  7.15  0.346
H  2.24  -1.76  7.70  0.374
H  1.91  -3.08  6.60  0.368
H  1.30  0.47  6.57  0.269
H  0.09  -0.20  5.79  0.274
C  6.56  -0.77  -3.28  -0.713
O  5.22  -0.87  -2.89  -0.378
C  4.88  -0.10  -1.76  -0.371
C  5.17  -0.91  -0.49  0.496
C  4.33  -2.18  -0.41  -0.851
N  4.94  -0.04  0.68  -0.681
H  6.79  0.18  -3.76  0.247
H  6.80  -1.61  -3.93  0.293
H  7.22  -0.87  -2.41  0.317
H  5.45  0.84  -1.76  0.235
H  3.84  0.20  -1.80  0.138
H  6.24  -1.14  -0.45  0.389
H  4.87  -2.87  0.25  0.367
H  4.14  -2.68  -1.36  0.389
H  3.37  -2.00  0.09  -0.275
H  3.94  0.16  0.68  0.043
H  4.94  -0.55  1.57  0.283
C  0.96  4.31  -3.71  -1.145
C  0.80  2.79  -3.71  0.308
O  2.04  2.13  -3.52  -0.540
H  0.20  4.78  -4.33  0.403
H  1.93  4.62  -4.10  0.273
H  0.81  4.75  -2.73  0.211
H  0.35  2.41  -4.63  0.449
H  0.07  2.54  -2.92  -0.241
H  2.44  2.57  -2.75  0.209
C  0.65  -0.20  -0.63  -0.156
C  0.94  0.15  0.81  0.468
O  2.05  1.06  0.86  0.858
H  1.44  -0.85  -1.01  0.128
H  0.48  0.65  -1.29  -0.153
H  -0.24  -0.83  -0.70  -0.422
H  1.22  -0.75  1.36  -0.703
H  0.09  0.61  1.32  0.539
H  2.00  1.49  1.72  -0.490
C  4.78  4.25  -1.74  -1.403
C  3.98  3.78  -0.57  -0.182
O  2.95  2.88  -1.00  0.307
H  4.25  4.93  -2.41  0.290
H  5.16  3.39  -2.29  0.212
H  5.67  4.79  -1.41  0.395
H  3.50  4.55  0.04  0.347
H  4.63  3.27  0.16  0.332
H  2.67  2.34  -0.24  -0.033
C  2.81  3.91  3.22  -0.796
C  2.70  2.86  4.30  -0.297
O  2.41  1.58  3.74  -0.485
H  3.32  4.79  3.62  0.467
H  1.84  4.25  2.87  0.182
H  3.34  3.53  2.35  -0.068
H  1.98  3.14  5.07  0.398
H  3.69  2.79  4.78  0.287
H  1.95  1.10  4.46  0.273

Results
**Energy relative to the best compared isomer or geometry (same formula, charge and spin)**: 12.7 kcal per mole
**LUMO level**: 0.48 eV
**Gap between HOMO and LUMO**: 9.58 eV
**Charge**: 0
**Structure (SMILES)**: COC[C@H](C)N.COC[C@H](C)N.COC[C@H](C)N.COC[C@H](C)N.COC[C@H](C)N.CCO.CCO.CCO.CCO